{"formula": "C4H7NO", "method": "the ωB97M-V functional and the def2-TZVPD basis", "symbols": ["C", "C", "C", "O", "C", "N", "H", "H", "H", "H", "H", "H", "H"], "positions_angstrom": [[-0.36918, -0.32566, 1.53092], [-0.16741, -0.20944, 0.03671], [1.11681, 0.34792, -0.56915], [0.94330, 1.71337, -0.85730], [-1.00115, -0.87378, -0.93889], [-1.34884, 0.32182, -0.78312], [-0.15444, 0.62641, 2.03029], [-1.40921, -0.59049, 1.74785], [0.27525, -1.09362, 1.97359], [1.30100, -0.22572, -1.49432], [2.00010, 0.23003, 0.06529], [0.01356, 1.78268, -1.13683], [-1.19979, -1.70351, -1.60504]], "lowdin_charge": [-0.03, -0.44, -0.23, -0.06, -0.07, 0.17, 0.08, 0.08, 0.08, 0.12, 0.12, 0.07, 0.12], "e_above_lowest_kcal_mol": 67.20, "total_energy_ha": -286.52456, "orbital_gap_ev": 11.05, "largest_force_ha_per_bohr": 0.0119}